Record 1
{
  "formula": "C30H42FN6O5Zr",
  "method": "the ωB97M-V functional and the def2-TZVPD basis",
  "species": ["Zr", "O", "C", "C", "N", "C", "C", "O", "O", "C", "C", "O", "O", "H", "H", "H", "H", "H", "H", "H", "H", "H", "C", "C", "C", "C", "C", "C", "C", "C", "C", "C", "C", "C", "N", "C", "C", "C", "C", "C", "C", "F", "H", "H", "H", "H", "H", "H", "H", "H", "H", "H", "H", "H", "H", "H", "H", "H", "H", "H", "H", "H", "H", "C", "N", "C", "N", "C", "N", "C", "N", "C", "C", "H", "H", "H", "H", "H", "H", "H", "H", "H", "H", "H", "H"],
  "coordinates": [[-0.13, 0.42, -0.71], [0.92, -1.90, -0.40], [2.16, -2.14, -1.10], [2.30, -1.09, -2.18], [2.12, 0.28, -1.66], [3.09, 0.58, -0.57], [2.50, 0.12, 0.76], [3.16, -0.44, 1.59], [1.20, 0.37, 0.87], [2.18, 1.21, -2.80], [0.82, 1.26, -3.49], [0.69, 1.62, -4.63], [-0.18, 0.90, -2.69], [1.09, -1.98, 0.55], [2.13, -3.14, -1.56], [2.99, -2.11, -0.40], [1.54, -1.25, -2.95], [3.28, -1.19, -2.66], [3.22, 1.66, -0.52], [4.06, 0.13, -0.73], [2.94, 0.93, -3.54], [2.41, 2.22, -2.45], [-1.41, 0.83, 3.46], [-2.01, -0.12, 2.42], [-2.53, -1.37, 3.14], [-3.07, 0.56, 1.55], [-4.42, 0.28, 1.73], [-5.39, 0.92, 0.97], [-5.02, 1.85, 0.01], [-3.69, 2.15, -0.22], [-3.33, 3.18, -1.28], [-3.76, 4.58, -0.83], [-3.96, 2.86, -2.64], [-2.72, 1.49, 0.55], [-1.33, 1.77, 0.31], [-0.83, 2.97, 0.81], [-1.44, 3.78, 1.77], [-0.81, 4.93, 2.21], [0.43, 5.31, 1.72], [1.05, 4.54, 0.75], [0.39, 3.42, 0.34], [0.92, 2.61, -0.67], [-0.75, 0.28, 4.13], [-2.20, 1.28, 4.05], [-0.82, 1.62, 2.99], [-1.17, -0.43, 1.77], [-3.19, -1.08, 3.96], [-1.69, -1.91, 3.58], [-3.09, -2.05, 2.50], [-4.73, -0.43, 2.48], [-6.43, 0.69, 1.13], [-5.79, 2.34, -0.57], [-2.25, 3.18, -1.42], [-4.84, 4.63, -0.70], [-3.47, 5.33, -1.57], [-3.29, 4.86, 0.12], [-5.05, 2.89, -2.59], [-3.67, 1.88, -3.01], [-3.65, 3.60, -3.38], [-2.41, 3.50, 2.16], [-1.30, 5.55, 2.96], [0.92, 6.21, 2.09], [2.01, 4.81, 0.32], [-2.15, -2.28, -0.33], [-1.70, -1.30, -1.38], [-2.97, -0.66, -1.93], [-3.91, -1.63, -2.43], [-4.27, -2.53, -1.34], [-3.10, -3.24, -0.83], [-2.48, -3.99, -1.93], [-2.10, -3.09, -3.03], [-1.15, -2.12, -2.54], [-3.29, -2.40, -3.51], [-2.61, -1.71, 0.47], [-1.27, -2.80, 0.05], [-2.66, 0.02, -2.73], [-3.44, -0.10, -1.13], [-5.00, -3.26, -1.71], [-4.72, -1.96, -0.54], [-3.19, -4.72, -2.31], [-1.60, -4.51, -1.56], [-0.90, -1.42, -3.34], [-0.26, -2.64, -2.20], [-4.01, -3.13, -3.88], [-3.02, -1.73, -4.32]],
  "charge": 1,
  "e_above_lowest_kcal_mol": 4.41,
  "gap_ev": 8.0203,
  "homo_energy_ev": -11.04,
  "e_tot_ha": -2020.01699,
  "spin_multiplicity": 1
}

***

Record 2
{
  "formula": "C30H42LaN8O6",
  "method": "the ωB97M-V functional and the def2-TZVPD basis",
  "species": ["La", "N", "C", "C", "C", "C", "N", "C", "N", "N", "C", "O", "O", "H", "H", "H", "H", "H", "H", "H", "H", "H", "H", "H", "H", "H", "H", "O", "C", "N", "C", "O", "C", "C", "C", "C", "N", "C", "H", "H", "H", "H", "H", "H", "H", "H", "C", "C", "C", "C", "C", "C", "C", "C", "C", "C", "H", "H", "H", "H", "H", "H", "H", "H", "H", "H", "H", "H", "O", "C", "N", "C", "O", "C", "C", "C", "C", "N", "C", "H", "H", "H", "H", "H", "H", "H", "H"],
  "coordinates": [[-0.61, -0.13, 0.29], [1.72, 0.23, -1.23], [2.39, 1.54, -1.05], [3.90, 1.31, -0.89], [4.83, 2.47, -0.54], [5.01, 3.55, -1.60], [3.86, 4.44, -1.80], [3.42, 5.29, -0.88], [4.17, 5.60, 0.17], [2.27, 5.95, -1.08], [1.72, 2.35, 0.08], [2.23, 3.43, 0.38], [0.67, 1.86, 0.58], [2.20, -0.47, -0.66], [1.85, -0.11, -2.18], [2.18, 2.12, -1.96], [4.26, 0.83, -1.80], [4.02, 0.56, -0.10], [5.83, 2.04, -0.39], [4.53, 2.91, 0.41], [5.23, 3.11, -2.57], [5.87, 4.18, -1.36], [3.22, 4.21, -2.54], [4.91, 4.97, 0.43], [3.72, 6.05, 0.95], [1.61, 5.56, -1.73], [1.85, 6.41, -0.29], [-1.10, 3.33, 3.21], [-2.13, 2.78, 4.03], [-3.30, 3.60, 3.91], [-4.29, 3.53, 2.97], [-5.22, 4.31, 2.96], [-4.23, 2.43, 1.95], [-5.41, 1.76, 1.61], [-5.36, 0.79, 0.63], [-4.15, 0.51, 0.02], [-3.02, 1.16, 0.32], [-3.08, 2.11, 1.26], [-0.30, 2.80, 3.29], [-1.82, 2.78, 5.07], [-2.37, 1.76, 3.73], [-3.36, 4.42, 4.49], [-6.33, 2.02, 2.11], [-6.25, 0.24, 0.35], [-4.07, -0.27, -0.73], [-2.15, 2.64, 1.47], [2.67, -1.66, 2.38], [1.48, -2.44, 1.80], [1.38, -3.76, 2.61], [0.19, -1.61, 1.93], [1.74, -2.81, 0.34], [2.96, -2.59, -0.30], [3.15, -2.92, -1.64], [2.12, -3.50, -2.37], [0.91, -3.77, -1.74], [0.73, -3.42, -0.41], [2.43, -1.40, 3.42], [2.82, -0.72, 1.85], [3.61, -2.23, 2.39], [1.22, -3.52, 3.66], [2.29, -4.36, 2.52], [0.54, -4.36, 2.26], [-0.08, -1.54, 2.99], [3.79, -2.16, 0.25], [4.11, -2.75, -2.11], [2.27, -3.78, -3.41], [0.12, -4.27, -2.28], [-0.21, -3.64, 0.09], [-4.50, -2.78, 0.63], [-5.04, -3.48, -0.46], [-4.29, -4.63, -0.88], [-3.28, -4.69, -1.80], [-2.86, -5.74, -2.24], [-2.68, -3.40, -2.32], [-2.35, -3.32, -3.67], [-1.66, -2.21, -4.12], [-1.28, -1.25, -3.20], [-1.57, -1.32, -1.90], [-2.27, -2.38, -1.48], [-4.44, -3.35, 1.40], [-5.10, -2.76, -1.28], [-6.05, -3.83, -0.24], [-4.57, -5.54, -0.56], [-2.62, -4.13, -4.33], [-1.39, -2.11, -5.16], [-0.71, -0.38, -3.52], [-2.48, -2.44, -0.41]],
  "charge": 1,
  "e_above_lowest_kcal_mol": 1.62,
  "gap_ev": [4.4879, 4.4883],
  "homo_energy_ev": [-6.92, -6.92],
  "e_tot_ha": -2089.30597,
  "spin_multiplicity": 1
}

***

Record 3
{
  "formula": "C30H42N5SSiTa",
  "method": "the ωB97M-V functional and the def2-TZVPD basis",
  "species": ["Ta", "C", "C", "C", "C", "C", "C", "C", "C", "C", "C", "C", "C", "H", "H", "H", "H", "H", "H", "H", "H", "H", "H", "H", "H", "H", "H", "H", "H", "H", "H", "C", "N", "C", "C", "N", "C", "S", "C", "C", "C", "C", "C", "N", "H", "H", "H", "H", "H", "H", "H", "H", "H", "C", "C", "C", "C", "C", "C", "N", "N", "Si", "C", "C", "C", "H", "H", "H", "H", "H", "H", "H", "H", "H", "H", "H", "H", "H", "H", "H"],
  "coordinates": [[0.06, -0.48, -0.55], [3.24, 3.58, 0.27], [2.72, 2.36, -0.43], [2.07, 2.47, -1.66], [1.71, 3.83, -2.19], [1.83, 1.31, -2.43], [1.28, 1.42, -3.82], [2.30, 0.03, -1.96], [2.70, -1.02, -2.96], [2.75, -0.09, -0.62], [3.39, -1.40, -0.17], [2.91, 1.08, 0.16], [3.37, 0.99, 1.59], [2.48, 4.03, 0.91], [3.54, 4.34, -0.44], [4.10, 3.34, 0.89], [2.51, 4.21, -2.84], [1.58, 4.56, -1.38], [0.81, 3.82, -2.79], [0.77, 0.52, -4.15], [2.11, 1.59, -4.53], [0.60, 2.26, -3.94], [3.74, -0.81, -3.24], [2.14, -0.99, -3.89], [2.69, -2.03, -2.56], [2.86, -2.28, -0.51], [3.51, -1.46, 0.91], [4.40, -1.45, -0.59], [4.46, 0.96, 1.63], [3.00, 0.09, 2.07], [3.05, 1.85, 2.16], [-0.57, 3.55, 2.89], [-1.62, 2.62, 2.44], [-2.81, 2.41, 3.09], [-3.54, 1.55, 2.35], [-2.77, 1.25, 1.22], [-1.60, 1.90, 1.31], [-0.27, 1.86, 0.22], [-3.26, 0.50, 0.12], [-4.62, 0.47, -0.11], [-5.12, -0.29, -1.15], [-4.24, -0.97, -1.97], [-2.89, -0.86, -1.71], [-2.38, -0.15, -0.67], [-0.70, 3.72, 3.96], [-0.66, 4.50, 2.37], [0.41, 3.13, 2.70], [-3.05, 2.88, 4.03], [-4.50, 1.12, 2.54], [-5.30, 1.05, 0.51], [-6.19, -0.34, -1.32], [-4.59, -1.56, -2.81], [-2.17, -1.36, -2.35], [0.60, -0.24, 3.66], [0.23, -1.52, 2.99], [0.01, -2.70, 3.70], [-0.31, -3.87, 3.03], [-0.39, -3.88, 1.63], [-0.13, -2.70, 0.99], [0.13, -1.55, 1.66], [-0.07, -2.38, -0.37], [-0.31, -3.64, -1.73], [-0.09, -2.53, -3.23], [1.07, -4.84, -1.59], [-2.05, -4.23, -1.53], [1.65, -0.29, 3.97], [0.02, -0.08, 4.56], [0.48, 0.61, 2.98], [0.11, -2.70, 4.78], [-0.49, -4.78, 3.58], [-0.65, -4.78, 1.09], [-0.28, -1.44, -3.07], [-0.78, -2.84, -4.03], [0.90, -2.63, -3.65], [2.04, -4.39, -1.83], [0.90, -5.65, -2.31], [1.15, -5.31, -0.61], [-2.57, -3.82, -0.65], [-2.07, -5.32, -1.43], [-2.64, -4.00, -2.41]],
  "charge": 4,
  "e_above_lowest_kcal_mol": 47.89,
  "gap_ev": [6.0420, 6.0399],
  "homo_energy_ev": [-20.21, -20.21],
  "e_tot_ha": -2185.45612,
  "spin_multiplicity": 1
}